The following is a DFT calculation (wB97M-V/def2-TZVPD) of one molecule with the formula C4H7NO in a non-equilibrium geometry.

Each atom is followed by the atoms it is bonded to, with distances in Å.
CARTESIAN COORDINATES (ANGSTROEM)
1 C -1.09 1.57 -0.26  C2 1.502, H7 1.092, H8 1.095, H9 1.091
2 C -0.54 0.33 0.37  C1 1.502, O3 1.215, C4 1.536
3 O -1.28 -0.41 0.98  C2 1.215
4 C 0.90 -0.12 0.07  C2 1.536, C5 1.475, N6 1.446, H10 1.087
5 C 1.00 -1.52 0.53  C4 1.475, N6 1.507, H11 1.096, H12 1.074
6 N 0.83 -1.16 -0.92  C4 1.446, C5 1.507, H13 1.021
7 H -2.14 1.64 0.02  C1 1.092
8 H -1.01 1.52 -1.35  C1 1.095
9 H -0.55 2.45 0.09  C1 1.091
10 H 1.71 0.61 0.00  C4 1.087
11 H 0.31 -1.69 1.36  C5 1.096
12 H 1.87 -2.14 0.60  C5 1.074
13 H -0.02 -1.09 -1.48  N6 1.021

For the HOMO-LUMO gap, the calculation gives 10.4 eV. The SMILES is CC(=O)[C@H]1CN1. The maximum force is 1.5 eV/Å. The calculation puts the energy relative to the best compared isomer or geometry (same formula, charge and spin) at 266.9 kJ/mol. The multiplicity is 1. The value obtained for the electronic energy is -7796.878 eV. The calculation puts the LUMO energy at 1.019 eV. Its HOMO energy is -0.3430 hartree. Its net charge is 0.

Atomic partial charges in e from the Löwdin method, atoms 1 to 4:
1. C -0.010
2. C -0.409
3. O 0.060
4. C -0.275